1.
A molecular structure, C5H6. Source: OMol25; level of theory: wB97M-V/def2-TZVPD.

Geometry (Å):
C 1.23467 0.21888 0.28603
C 1.49500 0.18879 -1.07896
C 0.09600 0.36135 -1.07173
C -0.85436 -0.59894 -0.41928
C -0.20816 -0.09985 0.87916
H 1.94362 0.64867 0.99865
H -0.32545 1.34318 -1.29657
H -1.91110 -0.37890 -0.59699
H -0.63798 -1.65144 -0.62520
H -0.77123 0.77794 1.24149
H -0.06101 -0.80969 1.68337

Atomic forces in eV per Å
C -0.2652 -0.0620 0.6773
C -0.5236 0.2208 0.4877
C -0.1840 0.1662 -0.9998
C 0.1713 0.1021 -0.0639
C 0.4210 -0.2112 0.3637
H -0.0272 -0.0674 -0.2525
H -0.0005 -0.0725 -0.6411
H 0.2780 0.0335 0.2775
H 0.0571 0.2968 -0.0368
H 0.4431 -0.2366 -0.0510
H -0.3699 -0.1698 0.2389

Summary:
* LUMO: 0.553 eV
* gap between HOMO and LUMO: 8.95 eV
* ΔE to the lowest compared entry with this formula, charge and spin: 4.218 eV

2.
A molecular structure, C30H30N6O2Zr. Source: OMol25; level of theory: wB97M-V/def2-TZVPD.

Geometry (Å):
Zr 0.05089 -0.21620 -0.01780
C 2.50571 1.17728 -1.34086
N 2.14409 0.78819 0.04442
C 3.09840 -0.17524 0.62266
C 2.45117 -0.96141 1.74223
C 3.17899 -1.85700 2.50106
C 2.52935 -2.58534 3.48688
C 1.17190 -2.37799 3.69391
C 0.51179 -1.46945 2.89270
N 1.13343 -0.77212 1.92854
C 2.00023 1.96436 0.92404
C 0.72287 2.71377 0.61399
C 0.50641 3.99446 1.09633
C -0.65373 4.65561 0.72914
C -1.55174 4.02191 -0.12239
C -1.27209 2.73758 -0.53764
N -0.16121 2.08537 -0.16942
C 1.76125 0.36588 -2.38105
C 2.40792 -0.18231 -3.47002
C 1.66178 -0.82561 -4.44947
C 0.28469 -0.88416 -4.31938
C -0.28889 -0.35158 -3.18039
N 0.42364 0.25840 -2.21995
H 3.58055 1.09676 -1.50998
H 2.23098 2.22196 -1.49431
H 3.99948 0.32911 0.98635
H 3.39310 -0.87903 -0.15542
H 4.23849 -1.98756 2.32273
H 3.07541 -3.30180 4.08536
H 0.63562 -2.91890 4.45984
H -0.54510 -1.27439 3.01593
H 2.84923 2.64715 0.81609
H 1.98220 1.62868 1.96155
H 1.24056 4.46857 1.73434
H -0.84738 5.65719 1.08879
H -2.45317 4.51897 -0.45093
H -1.95145 2.19830 -1.18928
H 3.48257 -0.10138 -3.56329
H 2.15322 -1.27097 -5.30428
H -0.33242 -1.35796 -5.06876
H -1.35732 -0.41152 -3.02154
C -3.54706 1.18655 1.77956
C -2.73038 0.19189 1.01078
O -1.43151 0.22506 1.19738
C -3.34149 -0.73433 0.20469
C -2.65603 -1.76348 -0.49776
C -3.40281 -2.92923 -1.05005
N -1.34485 -1.68638 -0.65721
N -0.73646 -2.77266 -1.29835
C 0.55051 -2.74701 -1.18019
O 1.15950 -1.76256 -0.53011
C 1.37504 -3.83527 -1.72294
C 0.85377 -4.74245 -2.64405
C 1.64926 -5.76431 -3.13139
C 2.96393 -5.89280 -2.70278
C 3.48648 -4.99580 -1.78080
C 2.69652 -3.96836 -1.29509
H -3.82487 0.75676 2.74511
H -2.97068 2.08968 1.97286
H -4.46419 1.43565 1.25093
H -4.42078 -0.74890 0.17954
H -4.46838 -2.85913 -0.85467
H -3.22243 -3.01079 -2.12261
H -3.00648 -3.84398 -0.60767
H -0.17423 -4.62964 -2.96239
H 1.24332 -6.46880 -3.84500
H 3.58379 -6.69393 -3.08259
H 4.50701 -5.10005 -1.43687
H 3.08775 -3.27051 -0.56554

Atomic forces in eV per Å
Zr 0.1105 2.0836 0.7010
C -0.0610 -0.1049 -0.2888
N 0.3395 0.1662 0.0508
C 0.0645 -0.1968 0.1362
C 0.1156 0.1529 0.0685
C 0.0201 0.0449 0.0952
C -0.0747 0.0797 -0.0767
C 0.0819 -0.0178 0.0058
C -0.0692 0.0285 0.1644
N 0.3618 -0.2225 0.1402
C -0.0787 0.2639 0.0685
C 0.1606 0.1042 -0.0887
C -0.0575 0.0555 -0.0854
C 0.0697 -0.0669 0.0117
C 0.0071 0.0079 -0.0045
C -0.0547 0.0193 -0.0897
N 0.1439 0.7268 0.3314
C 0.1715 0.1515 -0.2434
C 0.0124 0.1551 0.0260
C -0.0901 -0.0180 -0.0181
C 0.0896 0.0414 -0.0166
C 0.0508 0.1042 -0.1304
N 0.2392 -0.4446 -0.5607
H 0.0180 0.0079 0.1016
H 0.0114 0.0196 0.0625
H -0.0083 0.0416 -0.0381
H 0.0001 0.0400 -0.0446
H -0.0055 0.0266 -0.0079
H -0.0023 0.0010 0.0120
H -0.0342 0.0256 -0.0088
H -0.0088 -0.0155 -0.0432
H 0.0575 -0.0763 -0.0051
H 0.0278 -0.0246 -0.0012
H 0.0110 -0.0065 -0.0143
H -0.0118 0.0024 -0.0111
H -0.0087 -0.0347 -0.0192
H -0.0238 0.0034 0.0241
H -0.0037 0.0109 0.0279
H -0.0013 0.0083 -0.0003
H -0.0199 0.0052 0.0160
H -0.0032 -0.0531 0.0405
C 0.1444 -0.0817 0.1101
C -0.6825 -0.0566 0.1090
O -1.2469 -0.1206 0.6812
C 0.1683 0.0364 -0.0266
C 0.1315 0.0537 -0.0368
C 0.0251 -0.0058 -0.0030
N -0.0734 -0.6598 -0.2868
N -0.1305 -0.4127 -0.1896
C -0.4292 -0.3249 -0.0498
O 0.4307 -1.6551 -0.4693
C 0.2467 0.0052 -0.0914
C -0.0757 0.1126 0.0507
C -0.0403 -0.0467 -0.0455
C 0.0544 0.0241 0.0372
C 0.0279 -0.0082 0.0071
C -0.1289 0.0887 -0.0215
H 0.0211 0.0255 0.0150
H 0.0084 0.0008 -0.0194
H -0.0058 -0.0178 -0.0003
H -0.0032 0.0226 0.0003
H 0.0087 0.0667 0.0262
H -0.0037 -0.0284 0.0025
H -0.0240 -0.0229 -0.0225
H 0.0179 -0.0595 -0.0280
H 0.0014 0.0117 0.0000
H -0.0232 -0.0067 -0.0101
H -0.0041 -0.0193 -0.0188
H 0.0381 -0.0170 -0.0071

Summary:
* LUMO: -5.634 eV
* gap between HOMO and LUMO: 7.71 eV
* ΔE to the lowest compared entry with this formula, charge and spin: 0.747 eV
* total charge: +2

3.
A molecular structure, C9H24FLiO3. Source: OMol25; level of theory: wB97M-V/def2-TZVPD.

Geometry (Å):
Li 0.30528 0.72694 -0.57246
F 0.18267 2.38988 -1.88000
C 3.34834 -1.84797 -0.75140
C 1.93843 -1.82942 -1.34715
C 0.91484 -2.52540 -0.48729
O 1.53038 -0.48660 -1.55678
H 3.42559 -1.12147 0.05750
H 4.11133 -1.51726 -1.45609
H 3.61579 -2.85113 -0.41937
H 1.88056 -2.26783 -2.34342
H 0.80177 -2.09229 0.50656
H 1.16607 -3.55639 -0.23820
H -0.10482 -2.52608 -0.87250
H 2.17752 -0.04972 -2.11531
C 0.69450 3.19067 1.84511
C 1.18095 1.78868 2.13461
C 0.15055 0.85915 2.75958
O 1.55783 1.25891 0.86881
H -0.18866 3.28062 1.21262
H 1.47915 3.79155 1.38535
H 0.42084 3.77710 2.72221
H 2.06129 1.82255 2.77644
H 0.11755 0.88051 3.84888
H 0.32420 -0.19370 2.53724
H -0.82806 1.20031 2.42189
H 2.49733 1.42742 0.76605
C -3.20288 -1.43139 -0.42386
C -2.35020 -0.39886 -1.07015
C -3.13126 0.60029 -1.89653
O -1.71546 0.35780 -0.09721
H -3.87731 -0.94953 0.28399
H -2.57305 -2.10971 0.15173
H -3.81995 -2.00884 -1.11225
H -1.57632 -0.95366 -1.60063
H -2.46124 1.35511 -2.30812
H -3.98149 1.03450 -1.37053
H -3.65401 0.19796 -2.76426
H -2.41799 0.77736 0.40480

Atomic forces in eV per Å
Li -0.1481 1.4178 -0.9372
F 0.0812 -1.1828 0.8145
C -0.0572 -0.0433 -0.2735
C 0.1829 -0.1025 -0.2601
C -0.5555 -0.1977 1.0903
O -0.4586 0.3555 0.4464
H -0.2945 -0.2617 0.3372
H -0.0980 -0.1385 -0.3461
H 0.0567 0.0872 0.1347
H 0.4741 -0.5359 -0.0097
H 0.3038 0.5423 0.0943
H 0.2393 -0.1104 -0.5002
H 0.1593 0.0283 -0.4986
H -0.1537 0.3206 -0.1750
C -0.2458 1.2329 0.6635
C -0.2853 0.2703 0.2339
C -0.4012 0.2706 0.2519
O 0.4405 -0.9014 -0.0359
H 0.1381 -0.6084 -0.3497
H 0.0800 -0.2285 -0.2482
H 0.0668 -0.2941 0.5214
H 0.1437 0.0535 0.0368
H 0.2072 0.4565 0.0663
H -0.0088 0.1148 -0.4381
H -0.1719 -0.4756 -0.0975
H -0.0894 0.0165 -0.4407
C -0.6040 -0.6771 0.7088
C -0.9737 -0.0872 -1.2309
C -0.3197 -0.2277 -1.5983
O 1.4900 0.2258 1.4685
H -0.2043 0.0342 0.0980
H -0.0546 -0.1550 0.0293
H 0.1402 0.0398 -0.1414
H 0.1463 0.5194 -0.5042
H 0.0252 0.2337 0.3830
H 0.3292 0.2585 0.6592
H 0.2392 -0.5995 -0.1734
H 0.1807 0.3491 0.2207

Summary:
* LUMO: 0.383 eV
* gap between HOMO and LUMO: 8.33 eV
* ΔE to the lowest compared entry with this formula, charge and spin: 0.908 eV